(P)
{"formula": "C5H11NO2", "method": "ωB97M-V with the def2-TZVPD basis set", "homo_energy_ev": -7.874, "homo_lumo_gap_ev": 8.413, "spin_multiplicity": 1, "species": ["C", "C", "C", "C", "C", "N", "O", "O", "H", "H", "H", "H", "H", "H", "H", "H", "H", "H", "H"], "positions_angstrom": [[0.42156, -1.06731, -1.02757], [-0.61116, 1.21018, 0.07405], [0.32590, -0.33709, 1.88398], [0.19427, -1.52778, 1.12332], [0.64801, 0.38179, 0.36915], [-0.61446, 1.62452, -1.33326], [-0.83959, -1.15471, -1.59538], [1.79393, 0.82566, 0.22696], [-1.04999, -0.24683, -1.88396], [-1.34106, 2.31197, -1.49913], [0.27833, 2.05484, -1.56168], [1.11652, -0.45016, -1.60083], [0.86973, -2.05637, -0.99469], [-0.58023, 2.05207, 0.77720], [-1.51296, 0.62855, 0.26845], [-0.56785, 0.07504, 2.34023], [1.23424, -0.20231, 2.45519], [-0.78801, -1.90012, 0.86244], [1.02282, -2.22191, 1.11553]]}

(Q)
{"formula": "C5H11NO2", "method": "ωB97M-V with the def2-TZVPD basis set", "homo_energy_ev": -9.417, "homo_lumo_gap_ev": 10.162, "spin_multiplicity": 1, "smiles": "CC(=O)CNCCO", "species": ["C", "C", "O", "C", "N", "C", "C", "O", "H", "H", "H", "H", "H", "H", "H", "H", "H", "H", "H"], "positions_angstrom": [[0.39869, -2.77186, -0.41876], [0.29129, -1.26493, -0.56756], [1.18081, -0.57495, -0.96083], [-0.94545, -0.75068, -0.00269], [-1.13130, 0.69397, 0.08482], [-0.17484, 1.19230, 1.00700], [0.37699, 2.50944, 0.29223], [0.83273, 2.35956, -1.01879], [-0.49032, -3.18151, -1.06918], [0.01872, -3.02349, 0.66683], [1.34599, -3.42551, -0.67209], [-1.74302, -1.03335, -0.73690], [-1.14563, -1.31891, 1.01246], [-0.83380, 0.97135, -0.84588], [0.73813, 0.49431, 1.20733], [-0.70359, 1.47135, 1.90224], [1.26489, 2.96140, 0.85018], [-0.59133, 3.14869, 0.30147], [1.31103, 1.54281, -1.03185]]}

(R)
{"formula": "C5H11NO2", "method": "ωB97M-V with the def2-TZVPD basis set", "homo_energy_ev": -8.433, "homo_lumo_gap_ev": 9.225, "spin_multiplicity": 1, "smiles": "C[C@@H]1OC(C)(C)N1O", "species": ["C", "C", "O", "C", "C", "C", "N", "O", "H", "H", "H", "H", "H", "H", "H", "H", "H", "H", "H"], "positions_angstrom": [[2.46086, 0.54246, -0.05918], [1.02249, 0.71179, -0.50389], [0.19918, 1.30098, 0.43199], [-0.90026, -0.02367, 0.01715], [-1.98000, 0.50991, -0.88299], [-1.36708, -0.69156, 1.27711], [0.19519, -0.56701, -0.68804], [0.66144, -1.74391, -0.09237], [2.86679, 1.54046, 0.10515], [3.05991, 0.06031, -0.83005], [2.50873, 0.01656, 0.89257], [0.98042, 1.21581, -1.48317], [-2.57203, 1.23992, -0.33612], [-2.61127, -0.33134, -1.17805], [-1.55569, 0.94882, -1.78114], [-0.53466, -0.73750, 1.97912], [-2.17135, -0.11782, 1.72942], [-1.68859, -1.71182, 1.07201], [1.42593, -2.16240, 0.33050]]}

(Q) wins, 51.6 kcal/mol ahead of the next structure.

(P)
{"formula": "C5H11NO2", "method": "ωB97M-V with the def2-TZVPD basis set", "homo_energy_ev": -9.438, "homo_lumo_gap_ev": 9.136, "spin_multiplicity": 1, "smiles": "CC(=O)C=O.CCN", "species": ["C", "C", "O", "C", "O", "H", "H", "H", "H", "C", "C", "N", "H", "H", "H", "H", "H", "H", "H"], "positions_angstrom": [[-2.86055, 0.41547, -0.44802], [-1.87077, 0.21143, 0.65472], [-1.93476, -0.64199, 1.51299], [-0.63743, 1.31930, 0.69589], [-0.66128, 2.27244, -0.08013], [-2.47347, 1.08895, -1.21468], [-3.09593, -0.54361, -0.91588], [-3.77000, 0.86917, -0.04635], [-0.25443, 1.34963, 1.72708], [1.71486, -1.66814, 0.32500], [1.56664, -0.19672, -0.00479], [2.09678, 0.08682, -1.30360], [1.39436, -1.85346, 1.35456], [2.75365, -1.99785, 0.22508], [1.07751, -2.26826, -0.33303], [2.08113, 0.41693, 0.73929], [0.31548, -0.06295, 0.17119], [3.03931, 0.46283, -1.23052], [1.51890, 0.74001, -1.82881]]}

(Q)
{"formula": "C5H11NO2", "method": "ωB97M-V with the def2-TZVPD basis set", "homo_energy_ev": -8.201, "homo_lumo_gap_ev": 8.938, "spin_multiplicity": 1, "species": ["C", "C", "C", "O", "O", "H", "H", "H", "H", "H", "H", "C", "C", "N", "H", "H", "H", "H", "H"], "positions_angstrom": [[0.30727, 0.80550, 1.15112], [-2.27267, -0.19991, 0.17686], [-1.02277, 0.31641, -0.49277], [0.72900, 2.02167, 0.69610], [-0.90688, 1.35229, -1.16176], [0.11774, 2.26648, -0.04175], [-0.57455, 0.80800, 1.79926], [1.11597, 0.31970, 1.69015], [-2.74504, 0.61405, 0.72736], [-2.04862, -1.02812, 0.84749], [-2.96771, -0.54762, -0.58947], [1.84316, -0.27523, -0.97098], [0.74860, -0.85602, -0.14381], [0.53844, -1.94319, 0.42394], [1.28672, -2.62858, 0.35818], [-0.50814, -0.64136, -0.96397], [2.22019, -1.02989, -1.66348], [1.48560, 0.59322, -1.52357], [2.65368, 0.05259, -0.31889]]}

(R)
{"formula": "C5H11NO2", "method": "ωB97M-V with the def2-TZVPD basis set", "homo_energy_ev": [-7.464, -7.464], "homo_lumo_gap_ev": [7.772, 7.772], "spin_multiplicity": 1, "species": ["C", "C", "C", "C", "C", "O", "O", "N", "H", "H", "H", "H", "H", "H", "H", "H", "H", "H", "H"], "positions_angstrom": [[-0.38296, -0.58152, 0.02703], [-0.29322, 0.03781, 1.42442], [0.48343, 0.20579, -0.98104], [-1.82582, -0.61916, -0.46559], [1.64845, 0.79592, -0.54693], [0.13423, -1.91145, 0.18455], [1.02068, -0.03780, 1.94661], [2.59924, 1.51403, -0.61754], [0.05106, -2.38663, -0.65003], [1.28802, -0.96468, 1.88889], [3.33034, 1.65324, 0.06432], [-0.54799, 1.09630, 1.36392], [-0.99878, -0.48388, 2.08060], [-0.16903, 1.45444, -1.17121], [0.60916, -0.36338, -1.90813], [-0.40064, 2.47558, -0.87020], [-2.22857, 0.39219, -0.52268], [-1.87936, -1.06584, -1.46083], [-2.43822, -1.21097, 0.21384]]}

(P) wins, 55.8 kcal/mol ahead of the next structure.

(P)
{"formula": "C5H11NO2", "method": "ωB97M-V with the def2-TZVPD basis set", "homo_energy_ev": [-7.464, -7.465], "homo_lumo_gap_ev": [6.773, 6.775], "spin_multiplicity": 1, "species": ["C", "C", "C", "C", "C", "O", "O", "N", "H", "H", "H", "H", "H", "H", "H", "H", "H", "H", "H"], "positions_angstrom": [[0.36166, -0.66168, 0.56219], [0.22686, 1.40605, -1.35903], [0.82445, -2.09746, 0.73557], [-0.84993, -0.50115, -0.37804], [-0.94693, 1.02222, -0.58748], [1.45869, 0.06866, -0.15880], [0.15194, -0.07172, 1.77918], [-1.36111, 1.65277, 0.58059], [1.91301, 0.56244, 0.53954], [-0.48954, 0.72724, 1.57911], [-1.16501, 2.65182, 0.53853], [0.42349, 0.90472, -2.29965], [0.71156, 2.36575, -1.20606], [1.11877, -2.52785, -0.22127], [1.67299, -2.12353, 1.41901], [0.01405, -2.68533, 1.16685], [-1.74926, -0.87334, 0.10890], [-1.63339, 1.22423, -1.48966], [-0.68228, -1.04384, -1.30947]]}

(Q)
{"formula": "C5H11NO2", "method": "ωB97M-V with the def2-TZVPD basis set", "homo_energy_ev": -9.085, "homo_lumo_gap_ev": 9.825, "spin_multiplicity": 1, "smiles": "C=C(C)[C@@](N)(O)CO", "species": ["C", "C", "C", "C", "N", "O", "C", "O", "H", "H", "H", "H", "H", "H", "H", "H", "H", "H", "H"], "positions_angstrom": [[2.23976, 0.22017, -0.17319], [0.95737, -0.22640, -0.09989], [0.72453, -1.66003, 0.31306], [-0.22257, 0.74934, -0.11491], [-0.59266, 1.17732, 1.22186], [0.15673, 1.92379, -0.80414], [-1.42000, 0.11139, -0.87164], [-2.26437, -0.66956, -0.02200], [2.46892, 1.27863, -0.24653], [3.08962, -0.45005, -0.10377], [0.67259, -2.29061, -0.58093], [-0.19781, -1.79202, 0.88378], [1.53138, -2.03423, 0.95247], [-1.18839, 0.44174, 1.60942], [0.25269, 1.19832, 1.78850], [-0.25340, 2.61353, -0.25468], [-0.85890, -0.60124, -1.59816], [-2.02692, 0.87662, -1.36778], [-3.06857, -0.86672, -0.53147]]}

(Q) wins, 62.4 kcal/mol ahead of the next structure.

(P)
{"formula": "C15H18O", "method": "ωB97M-V with the def2-TZVPD basis set", "homo_energy_ev": -8.624, "homo_lumo_gap_ev": 9.467, "spin_multiplicity": 1, "smiles": "CCc1ccc(O)cc1.Cc1ccccc1", "species": ["C", "C", "C", "C", "C", "C", "O", "C", "C", "H", "H", "H", "H", "H", "H", "H", "H", "H", "H", "C", "C", "C", "C", "C", "C", "C", "H", "H", "H", "H", "H", "H", "H", "H"], "positions_angstrom": [[-2.75858, -2.60142, -1.33532], [-1.33889, -2.12316, -1.64184], [-1.25920, -0.61562, -1.61616], [-1.60317, 0.12292, -2.74901], [-1.49989, 1.50022, -2.78420], [-1.11152, 2.18795, -1.64086], [-1.05920, 3.56113, -1.63041], [-0.97233, 1.47018, -0.46183], [-1.05921, 0.08341, -0.43584], [-3.25986, -3.15937, -2.11430], [-3.47577, -1.82454, -1.10703], [-2.83364, -3.38504, -0.57012], [-0.66591, -2.51923, -0.87648], [-0.97123, -2.53505, -2.57584], [-1.95010, -0.38655, -3.62720], [-1.78726, 2.07614, -3.65577], [-1.68090, 3.92440, -1.02656], [-0.73404, 2.02631, 0.44115], [-0.83574, -0.41811, 0.49507], [0.83353, -2.62504, 1.88373], [1.48399, -1.29915, 2.02493], [2.17674, -0.70100, 0.96682], [2.75982, 0.55124, 1.00524], [2.83847, 1.21761, 2.23535], [2.04818, 0.73469, 3.27763], [1.45037, -0.50678, 3.16741], [1.12383, -3.32023, 2.66251], [1.03711, -3.15453, 0.95832], [-0.25629, -2.56004, 1.96188], [2.10951, -1.07019, -0.04920], [3.03918, 1.04297, 0.08316], [3.50957, 2.06640, 2.28522], [2.00994, 1.37760, 4.13097], [0.84442, -0.84640, 4.00544]]}

(Q)
{"formula": "C15H18O", "method": "ωB97M-V with the def2-TZVPD basis set", "homo_energy_ev": -8.351, "homo_lumo_gap_ev": 9.102, "spin_multiplicity": 1, "smiles": "CCc1ccc(O)cc1.Cc1ccccc1", "species": ["C", "C", "C", "C", "C", "C", "O", "C", "C", "H", "H", "H", "H", "H", "H", "H", "H", "H", "H", "C", "C", "C", "C", "C", "C", "C", "H", "H", "H", "H", "H", "H", "H", "H"], "positions_angstrom": [[1.42668, -3.75718, 0.33632], [1.05612, -2.24914, 0.29801], [-0.45003, -2.18427, 0.51444], [-1.38639, -2.29773, -0.50716], [-2.70479, -1.86085, -0.38557], [-3.08172, -1.15273, 0.72263], [-4.11322, -0.25194, 0.84226], [-2.23986, -1.13199, 1.86674], [-0.93395, -1.52811, 1.67561], [2.37271, -4.02721, 0.82866], [1.54352, -4.11604, -0.69681], [0.68266, -4.42638, 0.75072], [1.67129, -1.50226, 0.78223], [1.22392, -2.05020, -0.76553], [-1.00863, -2.81118, -1.38178], [-3.40123, -1.87102, -1.21470], [-4.67551, -0.30524, 0.06385], [-2.56567, -0.58967, 2.74223], [-0.29967, -1.44975, 2.55998], [0.74663, 3.18696, -2.82487], [1.41490, 2.70947, -1.55569], [0.85794, 1.67499, -0.80665], [1.34157, 1.29605, 0.44637], [2.54894, 1.88986, 0.83960], [3.11584, 2.90707, 0.14490], [2.47729, 3.41763, -1.00340], [0.86794, 2.31540, -3.47878], [1.22605, 4.09807, -3.18793], [-0.30186, 3.45534, -2.71776], [0.03142, 1.06017, -1.15764], [0.88484, 0.47746, 0.97906], [3.09290, 1.50392, 1.70292], [4.01338, 3.40161, 0.49060], [2.73454, 4.41215, -1.33969]]}

(P) wins, 13.0 kcal/mol ahead of the next structure.